Below is 2 unconnected molecules or ions with the total composition C4H8O2 in a non-equilibrium geometry, with properties calculated with the ωB97M-V functional and the def2-TZVPD basis.

```
! wB97M-V def2-TZVPD RIJCOSX def2/J DEFGRID3
* xyz 0 1
C 0.915 -0.405 0.431
C 1.637 -0.688 -0.760
C 2.738 0.042 -1.105
H 1.198 0.260 1.246
H -0.073 -0.073 0.241
H 0.564 -1.290 0.936
H 1.534 -1.513 -1.358
H 3.572 -0.016 -1.902
H 2.970 1.073 -0.553
O -3.121 1.733 -0.058
C -2.844 0.900 0.743
O -3.167 -0.437 0.614
H -2.247 1.133 1.665
H -3.677 -0.718 -0.138
*
```

## Properties
Structure (SMILES) = C=CC.O=CO
Energy relative to the best compared isomer or geometry (same formula, charge and spin) = 2.544 eV
LUMO energy = 0.73 eV

Below is C4H8O2 in the gas phase, with properties calculated with the ωB97M-V functional and the def2-TZVPD basis.

```
! wB97M-V def2-TZVPD RIJCOSX def2/J DEFGRID3
* xyz 0 1
C 1.033 1.445 -0.416
C 0.321 0.193 -0.923
C -0.245 -0.803 0.098
O 0.734 -1.282 0.965
C -1.538 -0.586 0.851
O -1.717 -1.135 1.913
H 1.384 2.040 -1.269
H 1.908 1.199 0.193
H 0.367 2.081 0.174
H 1.028 -0.390 -1.527
H -0.488 0.470 -1.612
H -0.668 -1.618 -0.536
H 0.242 -1.548 1.763
H -2.361 -0.067 0.325
*
```

## Properties
Structure (SMILES) = CC[C@@H](O)C=O
Energy relative to the best compared isomer or geometry (same formula, charge and spin) = 1.238 eV
LUMO energy = 0.73 eV

Below is a molecular structure, C4H8O2 in a non-equilibrium geometry, with properties calculated with the ωB97M-V functional and the def2-TZVPD basis.

```
! wB97M-V def2-TZVPD RIJCOSX def2/J DEFGRID3
* xyz 0 1
C 1.827 0.687 -0.012
C 0.769 -0.170 0.587
O -0.171 0.433 1.396
C -0.445 -0.429 -0.160
C -1.336 0.581 -0.805
O -2.298 0.588 0.230
H 1.396 1.582 -0.472
H 2.345 0.094 -0.771
H 2.523 0.988 0.769
H 1.137 -1.077 1.068
H -0.897 -1.427 -0.188
H -1.821 0.262 -1.739
H -0.858 1.558 -0.966
H -1.681 0.719 0.998
*
```

## Properties
Energy relative to the best compared isomer or geometry (same formula, charge and spin) = 3.666 eV
LUMO energy = 0.41 eV

Below is C4H8O2 in the gas phase, with properties calculated with the ωB97M-V functional and the def2-TZVPD basis.

```
! wB97M-V def2-TZVPD RIJCOSX def2/J DEFGRID3
* xyz 0 1
O 1.929 -1.137 -0.557
C 0.984 -0.105 -0.760
C 0.223 0.220 0.533
C -0.910 1.269 0.437
C -0.598 -0.922 1.136
O -1.241 -1.592 0.206
H 1.487 -1.879 -0.123
H 0.298 -0.358 -1.594
H 1.560 0.755 -1.116
H 0.962 0.539 1.274
H -1.398 1.233 -0.544
H -0.589 2.292 0.649
H -1.681 1.016 1.177
H -1.027 -1.331 -0.719
*
```

## Properties
Energy relative to the best compared isomer or geometry (same formula, charge and spin) = 3.720 eV
LUMO energy = 0.66 eV